Computed, not measured: a 4-piece molecular cluster, C37H72N6OPS overall, with ωB97M-V/def2-TZVPD.

Values from the calculation:
total charge: +1
LUMO energy: -4.3262 eV
HOMO-LUMO gap: 5.14 eV

Atoms and positions in Å:
C: -1.00356 0.04482 1.19384
C: -1.83176 0.46691 0.03173
C: -1.41695 1.72319 -0.66357
N: -2.91074 -0.13377 -0.39104
N: -2.79731 -1.46321 -0.74676
N: -2.76390 -2.39252 0.21645
C: -2.66610 -3.63715 -0.17681
C: -2.57282 -4.68396 0.91098
C: -1.17981 -5.39252 0.79592
C: -1.41315 -6.89362 0.71903
O: -0.37136 -5.18134 1.93953
C: 0.08919 -3.85814 2.06636
C: 1.29535 -3.51146 1.21984
C: 1.87292 -2.25019 1.41334
C: 2.97447 -1.82533 0.69744
C: 3.54999 -2.67167 -0.26761
C: 2.97047 -3.91711 -0.45993
C: 1.86595 -4.34217 0.27730
C: -2.63765 -4.09724 -1.50466
C: -2.67942 -3.14306 -2.49593
P: -2.62056 -3.71095 -4.24458
C: -3.81861 -2.82055 -5.30475
C: -0.90756 -3.59994 -4.89911
C: -2.73923 -1.80440 -2.03293
S: -2.74399 -0.47876 -3.23443
H: -1.17076 -0.98500 1.49528
H: -1.23640 0.72021 2.02173
H: 0.04869 0.21465 0.95261
H: -1.26846 2.56406 0.01407
H: -2.22205 2.00696 -1.34144
H: -0.52101 1.51722 -1.25117
H: -2.58993 -4.21351 1.89233
H: -3.39082 -5.39639 0.83893
H: -0.62303 -5.04227 -0.07949
H: -1.95106 -7.16679 -0.19118
H: -0.47650 -7.44991 0.71468
H: -2.00821 -7.20288 1.57790
H: -0.70306 -3.11570 1.90448
H: 0.38809 -3.73315 3.11025
H: 1.44198 -1.60343 2.17341
H: 3.44184 -0.86269 0.85885
H: 4.40966 -2.35243 -0.83770
H: 3.40732 -4.54871 -1.22433
H: 1.45265 -5.32466 0.08939
H: -2.56480 -5.14620 -1.75471
H: -3.37860 -1.91356 -5.71842
H: -4.22989 -3.47000 -6.07171
H: -4.66186 -2.48101 -4.69873
H: -0.86711 -3.28172 -5.93958
H: -0.23819 -2.96776 -4.31142
H: -0.49237 -4.60419 -4.84331
H: -1.43375 -0.20072 -3.37571
C: 5.14806 -6.60434 6.49998
C: 4.93029 -6.03364 5.10640
N: 4.29648 -4.72830 5.11854
C: 3.79518 -4.31647 3.82141
C: 4.80207 -4.09708 2.68615
C: 4.97507 -3.70211 5.89115
C: 6.43536 -3.38764 5.54531
H: 4.21833 -6.60440 7.07035
H: 5.49876 -7.63435 6.42665
H: 5.89807 -6.04428 7.05984
H: 4.27906 -6.72296 4.56182
H: 5.89212 -6.02470 4.57041
H: 3.20342 -3.40301 3.94682
H: 3.07674 -5.07586 3.48943
H: 5.38452 -3.18594 2.82634
H: 4.26159 -3.97030 1.75191
H: 5.48915 -4.93686 2.57796
H: 4.93543 -3.99119 6.94489
H: 4.38949 -2.78032 5.83997
H: 7.04246 -4.28943 5.45759
H: 6.87363 -2.77777 6.33779
H: 6.52587 -2.81957 4.62043
C: -3.94719 3.11074 -4.39419
C: -2.66855 3.90499 -4.17032
N: -2.10201 4.44455 -5.38644
C: -0.73736 4.91473 -5.21955
C: -0.49604 6.09085 -4.26691
C: -2.98016 5.29322 -6.17578
C: -3.59887 6.51844 -5.49352
H: -3.80079 2.33744 -5.15115
H: -4.23900 2.62146 -3.46207
H: -4.77888 3.74392 -4.70323
H: -1.92950 3.22799 -3.72573
H: -2.86573 4.68705 -3.41927
H: -0.32588 5.16303 -6.20098
H: -0.13738 4.06698 -4.86880
H: -0.84453 7.03325 -4.68647
H: 0.57567 6.20105 -4.08725
H: -0.97427 5.94170 -3.29954
H: -3.79666 4.67319 -6.55680
H: -2.44354 5.61493 -7.07079
H: -4.04130 6.27485 -4.52616
H: -4.39568 6.92031 -6.12185
H: -2.87438 7.31822 -5.34950
C: -1.15480 5.75477 -0.56848
C: -1.12244 5.41776 0.91643
N: 0.08527 5.86893 1.57430
C: 0.27998 5.28741 2.89130
C: -0.74517 5.61387 3.98287
C: 0.37699 7.28921 1.45648
C: -0.68653 8.28356 1.93526
H: -0.25407 5.39985 -1.07263
H: -2.01642 5.27482 -1.03883
H: -1.24702 6.82742 -0.73980
H: -1.17435 4.32883 1.01650
H: -2.03290 5.81576 1.39063
H: 1.27634 5.55732 3.24989
H: 0.30848 4.19765 2.76970
H: -0.64665 6.63720 4.34050
H: -0.58372 4.96026 4.84270
H: -1.77082 5.45993 3.64491
H: 0.58871 7.50453 0.40538
H: 1.31795 7.49642 1.97054
H: -1.67936 8.04611 1.54993
H: -0.43299 9.28444 1.58165
H: -0.74184 8.33532 3.02128

Atoms 1-3, force components in eV/Å:
C 0.77 -0.52 -0.78
C -0.04 -0.08 0.67
C -1.71 0.74 0.52

These are the Löwdin partial charges, in e, on atoms 1 to 5:
1. C 0.00
2. C -0.31
3. C -0.01
4. N 0.11
5. N -0.12



Computed, not measured: one molecule with the formula C15H10BrNO3, with ωB97M-V/def2-TZVPD.

Values from the calculation:
structure (SMILES): CC1=NOC(=O)/C1=C\c1ccc(-c2ccc(Br)cc2)o1
LUMO energy: -1.3817 eV
ΔE to the lowest compared entry with this formula, charge and spin: 0.0 kcal/mol
HOMO-LUMO gap: 6.91 eV

Atoms and positions in Å:
C: 4.84865 0.82175 -0.90409
C: 4.05474 2.08983 -0.85265
N: 4.57349 3.26828 -1.08341
O: 3.53799 4.22957 -0.98601
C: 2.36499 3.56669 -0.73280
O: 1.25628 4.06337 -0.60186
C: 2.65128 2.15318 -0.67023
C: 1.82210 1.03400 -0.47109
C: 0.37664 0.93042 -0.17926
C: -0.49118 1.83370 0.43554
C: -1.72167 1.08411 0.65643
C: -1.47155 -0.18553 0.22099
C: -2.33004 -1.37713 0.39532
C: -1.94002 -2.59680 -0.14545
C: -2.73000 -3.71279 0.00366
C: -3.91633 -3.68302 0.75100
Br: -4.82732 -5.30895 1.13680
C: -4.31603 -2.47098 1.33874
C: -3.51754 -1.30985 1.13996
O: -0.27500 -0.27815 -0.38542
H: 4.61487 0.22552 -0.02909
H: 5.89412 1.13674 -0.93760
H: 4.65312 0.29672 -1.81660
H: 2.30663 0.07232 -0.50690
H: -0.26679 2.85676 0.78506
H: -2.62459 1.41247 1.12832
H: -1.03126 -2.70371 -0.73974
H: -2.39966 -4.63083 -0.48617
H: -5.22777 -2.43877 1.96067
H: -3.86814 -0.37891 1.57590

Atoms 1-3, force components in eV/Å:
C 0.60 1.53 0.25
C 1.13 0.53 -0.90
N -0.09 -1.38 0.51

These are the natural (NBO) partial charges, in e, on atoms 1 to 5:
1. C -0.66
2. C 0.19
3. N -0.10
4. O -0.34
5. C 0.73



Computed, not measured: a 5-piece molecular cluster, C20H33IO11S5 overall, with ωB97M-V/def2-TZVPD.

Values from the calculation:
structure (SMILES): O=C1OC(=O)C(I)=C1S.O=S1(=O)CCCC1.O=S1(=O)CCCC1.O=S1(=O)CCCC1.O=S1(=O)CCCC1
LUMO energy: -1.0127 eV
HOMO-LUMO gap: 8.78 eV

Atoms and positions in Å:
O: -6.90827 2.83491 -3.12993
C: -6.30059 3.32304 -4.03133
O: -5.12643 2.84945 -4.56113
C: -4.82591 3.67828 -5.61888
O: -3.94462 3.47631 -6.39553
C: -5.79929 4.81772 -5.67013
I: -5.70474 6.40564 -6.99962
C: -6.69980 4.58518 -4.73209
S: -8.11831 5.54439 -4.32591
H: -8.96156 5.07135 -5.26443
O: -3.11423 5.45403 -2.33603
S: -3.66365 5.09221 -1.04932
O: -4.55292 5.97919 -0.33917
C: -4.42451 3.48357 -1.19729
C: -3.29926 2.50240 -0.88398
C: -2.55527 3.08724 0.31958
C: -2.32617 4.57851 0.03295
H: -4.83391 3.37335 -2.19536
H: -5.21940 3.42239 -0.45501
H: -3.68688 1.50604 -0.67634
H: -2.61867 2.42927 -1.73678
H: -3.16923 2.97510 1.21764
H: -1.61013 2.56232 0.49562
H: -2.35379 5.17991 0.93797
H: -1.38900 4.74642 -0.49541
O: -0.61255 0.95535 0.26255
S: 0.53488 0.44477 -0.46483
O: 1.66404 1.29343 -0.76054
C: 1.09750 -1.04962 0.32772
C: 0.29459 -2.15531 -0.34661
C: 0.29005 -1.82016 -1.84396
C: -0.04716 -0.32977 -1.97886
H: 0.92865 -0.98260 1.38959
H: 2.16077 -1.15244 0.12360
H: 0.72853 -3.13089 -0.15310
H: -0.73169 -2.15674 0.03305
H: 1.28045 -2.01363 -2.26207
H: -0.42260 -2.43355 -2.39466
H: 0.45302 0.13160 -2.82671
H: -1.12118 -0.16370 -2.04866
O: 2.67700 -0.84481 2.67949
S: 2.28140 -0.39300 3.99163
O: 1.09734 -0.90305 4.63350
C: 3.67645 -0.55901 5.09957
C: 4.42227 0.76544 4.96620
C: 3.34236 1.85529 4.95722
C: 2.24147 1.40248 3.98945
H: 4.27026 -1.42306 4.81116
H: 3.28308 -0.69300 6.10676
H: 5.13303 0.90584 5.77912
H: 4.97668 0.78772 4.02554
H: 2.92809 1.96501 5.96142
H: 3.74729 2.82224 4.66361
H: 1.25575 1.73336 4.30536
H: 2.43563 1.73769 2.97179
O: 3.91957 -4.52204 -1.55336
S: 3.36461 -4.90796 -0.28191
O: 2.45406 -4.04666 0.43257
C: 2.63542 -6.53356 -0.44556
C: 3.77892 -7.49325 -0.13231
C: 4.50313 -6.89796 1.08223
C: 4.70359 -5.40183 0.80883
H: 2.23092 -6.65124 -1.44806
H: 1.83826 -6.61371 0.29304
H: 3.41170 -8.49845 0.06786
H: 4.46342 -7.54705 -0.98148
H: 3.88694 -7.03015 1.97368
H: 5.45515 -7.39286 1.26709
H: 4.65469 -4.80856 1.71822
H: 5.64078 -5.20880 0.29075

Atoms 1-3, force components in eV/Å:
O 0.64 -0.47 -0.34
C -1.41 0.55 0.81
O -0.31 0.05 -0.09

These are the natural (NBO) partial charges, in e, on atoms 1 to 5:
1. O -0.49
2. C 0.74
3. O -0.48
4. C 0.73
5. O -0.48